# 1
Molecular formula: C5H12NO
Method: DFT, ωB97M-V with the def2-TZVPD basis set

Computed properties:
Spin multiplicity = 2
Highest occupied orbital energy (alpha / beta) = -6.1 / -8.6 eV
Charge = 0
Energy relative to the best compared isomer or geometry (same formula, charge and spin) = 123.04 kJ/mol
Calculated total energy = -327.580221 hartree
Largest force on an atom = 2.85 eV/Å
Molar mass = 102.2 g/mol

Positions of all 19 atoms, in Å:
C1 1.51 1.46 1.45
C2 0.65 1.82 0.26
C3 0.23 0.63 -0.63
C4 0.88 0.68 -1.80
C5 -1.72 0.19 0.75
N1 -1.05 0.04 -0.42
H1 2.19 2.19 1.91
H2 1.02 0.83 2.23
H3 1.98 0.53 1.13
H4 -0.30 2.33 0.54
H5 1.09 2.59 -0.35
H6 1.83 1.23 -1.86
H7 0.60 0.14 -2.71
H8 -2.50 -0.52 1.00
H9 -1.58 1.06 1.38
H10 -1.17 -0.72 -1.07
H11 -0.28 -4.65 0.35
H12 -1.26 -3.73 -0.34
O1 -0.38 -3.74 0.05

Computed natural (NBO) charges, given in elementary charges: -0.65, -0.44, 0.18, -0.48, -0.28, -0.57, 0.22, 0.22, 0.22, 0.20, 0.22, 0.20, 0.19, 0.18, 0.18, 0.40, 0.47, 0.46, -0.93

=====

# 2
Molecular formula: C5H12NO
Method: DFT, ωB97M-V with the def2-TZVPD basis set

Computed properties:
Highest occupied orbital energy = -14.3 eV
Charge = +1
Energy relative to the best compared isomer or geometry (same formula, charge and spin) = 204.84 kJ/mol
Calculated total energy = -327.381566 hartree
Largest force on an atom = 2.34 eV/Å
Molar mass = 102.2 g/mol

Positions of all 19 atoms, in Å:
C1 -0.18 -0.74 1.40
C2 0.98 0.26 1.20
C3 1.53 0.29 -0.19
C4 2.83 0.23 -0.47
C5 -0.61 0.33 -1.44
N1 0.64 0.63 -1.27
H1 -0.29 -1.50 0.62
H2 -0.12 -1.29 2.34
H3 -1.17 -0.28 1.41
H4 0.79 1.26 1.60
H5 1.80 -0.16 1.78
H6 3.43 -0.18 0.34
H7 3.39 0.41 -1.38
H8 -0.93 -0.08 -2.39
H9 -1.25 0.59 -0.61
H10 1.15 0.82 -2.14
H11 -4.39 -0.33 -0.94
H12 -3.97 -0.16 0.51
O1 -3.63 -0.11 -0.39

Computed natural (NBO) charges, given in elementary charges: -0.63, -0.47, 0.14, -0.31, 0.15, -0.43, 0.21, 0.25, 0.21, 0.25, 0.25, 0.24, 0.23, 0.24, 0.25, 0.43, 0.49, 0.48, -0.97